# 1
The following is a quantum chemistry calculation of C39H35ClN2Si2Zn as an isolated structure at a distorted geometry, from the Open Molecules 2025 dataset.

The value obtained for the HOMO energy (alpha / beta) is -6.51 / -6.51 eV. The value obtained for the frontier orbital gap (alpha / beta) is 5.68 / 5.48 eV. The LUMO energy (alpha / beta) is -0.0305 / -0.0380 hartree. Its charge is 0. The value obtained for the strongest force on any atom is 4.60 eV/Å. Its relative energy (zero: lowest compared OMol25 entry of this formula, charge and spin) is 201.9 kJ/mol. Its multiplicity is 1.

Last column: Löwdin charge in e.
Atoms and positions in Å:
C 1.8827 1.2311 1.8164  -0.1637
C 1.7562 0.0739 2.6373  -0.2039
C 2.6072 -0.9339 2.1184  -0.2178
H 1.1483 -0.0016 3.5344  0.0725
C 3.1824 -0.4460 0.9028  -0.2266
C 2.7842 0.9118 0.7516  -0.1974
H 3.1327 1.5969 -0.0249  0.0734
H 1.4085 2.2077 1.9899  0.0782
H 2.8008 -1.8934 2.5793  0.0562
H 3.8280 -1.0086 0.2232  0.0628
Zn 0.8509 -1.9049 -0.4992  0.6308
Si 2.4789 -4.3960 -0.0896  0.7591
C 1.8484 -6.0668 0.5712  -0.2961
C 1.9110 -7.2288 -0.2238  -0.1602
H 2.3032 -7.1926 -1.2469  0.0989
C 1.5245 -8.4639 0.3097  -0.0921
H 1.4675 -9.3436 -0.3325  0.1090
C 1.1839 -8.5578 1.6564  -0.0907
H 0.8865 -9.5159 2.0826  0.1063
C 1.1675 -7.4156 2.4519  -0.0826
H 0.9340 -7.4871 3.5139  0.1066
C 1.4673 -6.1692 1.9045  -0.1051
H 1.4373 -5.2765 2.5290  0.1030
C 4.1883 -5.1615 -0.6279  -0.2344
C 4.7931 -6.0392 0.2996  -0.1081
H 4.4973 -6.0306 1.3563  0.1105
C 5.6779 -7.0363 -0.1267  -0.0815
H 6.0456 -7.7704 0.5963  0.1047
C 6.0574 -7.1193 -1.4739  -0.0914
H 6.7081 -7.9249 -1.8105  0.1000
C 5.6215 -6.1335 -2.3593  -0.0858
H 5.9872 -6.1273 -3.3880  0.1017
C 4.7008 -5.1627 -1.9366  -0.0858
H 4.3645 -4.4162 -2.6574  0.0809
H 2.6785 -3.3687 0.9676  0.0245
Si -0.3648 -6.5385 -2.0045  0.8718
C 0.8730 -5.2065 -2.4598  -0.2888
C 1.3757 -4.0878 -1.5653  -0.4563
H 0.4578 -3.8118 -0.9708  -0.0178
C 2.1776 -2.9830 -2.1437  -0.2429
H 2.8677 -2.3724 -1.4922  0.0916
C 2.4920 -3.0412 -3.4974  -0.0958
H 3.2195 -2.3293 -3.8954  0.1198
C 1.9812 -4.0493 -4.3190  -0.0692
H 2.2518 -4.0639 -5.3749  0.1072
C 1.1491 -5.0578 -3.8178  -0.1121
H 0.6807 -5.7576 -4.5087  0.1005
C -1.2892 -6.3110 -0.4026  -0.3151
C -1.5045 -5.1100 0.2973  -0.1218
H -1.3020 -4.1561 -0.1806  -0.0204
C -1.9853 -5.1203 1.6026  -0.0843
H -2.0711 -4.1750 2.1495  0.0923
C -2.3591 -6.3281 2.1943  -0.0911
H -2.7622 -6.3329 3.2101  0.1024
C -2.2467 -7.5263 1.4832  -0.0974
H -2.5338 -8.4737 1.9539  0.1074
C -1.7487 -7.5165 0.1854  -0.1261
H -1.7016 -8.4514 -0.3705  0.0959
H -1.2894 -6.6849 -3.0277  -0.0601
Cl -1.2520 -2.4963 -1.8262  0.1186
C -2.4487 -0.6307 2.2369  -0.0321
C -3.1028 0.3327 1.4574  -0.0332
C -2.4890 0.7204 0.2683  0.0073
C -1.2792 0.1358 -0.1331  -0.2394
N -0.6874 -0.8452 0.6099  0.0258
C -1.2482 -1.1995 1.7723  -0.1112
C -0.5626 0.5135 -1.3496  -0.2405
C -1.0410 1.4380 -2.2836  0.0107
C -0.2069 1.8291 -3.3312  -0.0329
C 1.0879 1.3088 -3.3810  -0.0327
C 1.4745 0.3445 -2.4456  -0.1037
N 0.6358 -0.1147 -1.5147  0.0180
H -2.8544 -0.9700 3.1857  0.1073
H -4.0625 0.7635 1.7611  0.1170
H -2.9375 1.4604 -0.3930  0.1075
H -0.7194 -1.9651 2.3540  0.1177
H -2.0562 1.8186 -2.1643  0.1117
H -0.5650 2.5392 -4.0755  0.1149
H 1.8048 1.6119 -4.1408  0.1095
H 2.4741 -0.0851 -2.4385  0.1140

***

# 2
The following is a quantum chemistry calculation of C39H35CsN6O2P2S5 as an isolated structure at a distorted geometry, from the Open Molecules 2025 dataset.

The value obtained for the HOMO energy is 0.15 eV. The value obtained for the frontier orbital gap is 2.69 eV. The LUMO energy is 0.1043 hartree. Its charge is -2. The value obtained for the strongest force on any atom is 4.29 eV/Å. Its relative energy (zero: lowest compared OMol25 entry of this formula, charge and spin) is 209.8 kJ/mol. Its multiplicity is 1.

Last column: Löwdin charge in e.
Atoms and positions in Å:
Cs -0.0375 1.6294 -0.9003  0.6839
C -6.3323 -0.3167 -0.7494  -0.0406
N -5.0384 0.0819 -0.1039  -0.1379
C -4.9537 0.4335 1.2368  -0.0555
C -3.6034 0.5542 1.4620  -0.0807
N -2.8764 0.3036 0.2600  0.0651
C -3.8255 0.0692 -0.6750  -0.4879
P -3.5162 -0.3484 -2.4118  1.1189
C -1.9735 -1.3171 -2.5028  -0.4728
N -0.7126 -0.8156 -2.7173  0.0129
C 0.0254 -2.0353 -2.9789  -0.1145
C -0.7707 -3.1215 -2.8884  -0.1067
N -2.0647 -2.6857 -2.5723  -0.1619
C -3.1376 -3.6005 -2.2519  -0.0555
C -3.0564 1.2053 -3.2290  -0.4647
N -2.7162 2.3656 -2.6832  0.0355
C -2.7256 3.2798 -3.7308  -0.1353
C -2.9428 2.6748 -4.8956  -0.1048
N -3.2753 1.3694 -4.6255  -0.1259
C -3.2307 0.3820 -5.7299  -0.0406
H -6.1935 -0.5216 -1.8711  0.0733
H -6.8377 -1.2020 -0.3370  0.0756
H -7.0860 0.4219 -0.5993  0.0639
H -5.7711 0.4578 1.9381  0.1111
H -3.1130 0.8193 2.3641  0.0919
H 1.0854 -2.0454 -3.2969  0.1160
H -0.4562 -4.1789 -2.8851  0.1185
H -4.0996 -3.2075 -2.5888  0.0601
H -2.8579 -4.6075 -2.6186  0.0868
H -3.1279 -3.6448 -1.0715  0.1251
H -2.5902 4.3241 -3.4561  0.1019
H -2.9788 3.0771 -5.8830  0.1091
H -2.2112 0.0051 -5.8421  0.0888
H -3.8833 -0.4990 -5.4891  0.0791
H -3.5688 0.8458 -6.6690  0.0825
O -3.5365 6.6287 4.6260  -0.1555
C -2.8038 6.1951 3.7596  -1.0884
S -3.4412 5.8012 2.1388  0.8284
C -2.0303 5.0092 1.4184  -1.2537
C -0.9557 4.7869 2.3806  -1.2729
S 0.5112 3.8860 2.3733  0.2639
S -1.1200 5.7154 3.8454  0.8238
S -2.1478 4.4999 -0.2132  0.2450
O 0.3739 -0.0126 1.6042  -0.4454
P 1.0974 -1.0023 2.4509  0.7208
C 2.6635 -0.4656 3.0596  -0.2625
C 3.5779 -1.4643 3.5766  -0.0788
C 4.7720 -1.0503 4.1793  -0.0786
C 4.9946 0.3378 4.2262  -0.0959
C 4.1295 1.2533 3.6698  -0.0690
C 2.9257 0.8801 3.0848  -0.0408
C 0.0814 -1.3012 3.8844  -0.2566
C 0.1584 -2.5215 4.6157  -0.0842
C -0.5425 -2.6243 5.8094  -0.1045
C -1.1860 -1.4989 6.3798  -0.0974
C -1.2954 -0.3060 5.6609  -0.0683
C -0.6234 -0.1989 4.4200  -0.0373
C 1.2007 -2.5817 1.6521  -0.2935
C 2.4228 -3.0705 1.1962  -0.0721
C 2.5097 -4.3846 0.7480  -0.0902
C 1.4021 -5.2113 0.6979  -0.1043
C 0.1637 -4.6675 1.0153  -0.0886
C 0.0783 -3.3380 1.4496  -0.0874
H 3.4018 -2.5135 3.5309  0.0832
H 5.4067 -1.7737 4.6977  0.0990
H 5.9192 0.7581 4.6680  0.1071
H 4.4303 2.2924 3.6270  0.1129
H 2.1306 1.5667 2.7148  0.0746
H 0.7587 -3.3665 4.1982  0.1139
H -0.5531 -3.5901 6.3222  0.0928
H -1.8249 -1.6213 7.2554  0.0933
H -1.7935 0.5505 6.1283  0.1096
H -0.5632 0.7737 3.8808  0.1175
H 3.3043 -2.4265 1.3556  0.1108
H 3.5063 -4.7325 0.3799  0.1170
H 1.4892 -6.2669 0.3629  0.1089
H -0.7598 -5.2475 0.8954  0.1015
H -0.9470 -2.8798 1.5505  0.1420
S 3.8247 0.5756 -5.3504  0.3371
C 5.0803 1.5692 -4.8729  -0.8754
C 5.6145 1.5616 -3.5377  -0.1671
C 6.7056 2.3503 -3.1731  -0.1460
C 7.1212 3.2587 -4.1450  -0.1916
C 6.6623 3.3268 -5.4750  -0.1651
C 5.6571 2.4829 -5.8357  -0.1895
H 5.1241 0.9012 -2.7926  0.0830
H 7.2116 2.3785 -2.1649  0.1011
H 7.8975 4.0349 -3.8846  0.0809
H 7.1195 4.0201 -6.2402  0.0990
H 5.1497 2.5708 -6.8129  0.0784

***

# 3
The following is a quantum chemistry calculation of C39H36AsBrIrN3O4 as an isolated structure at a distorted geometry, from the Open Molecules 2025 dataset.

Its expectation value of S² is 0.7692. The value obtained for the HOMO energy (alpha / beta) is -14.87 / -14.87 eV. The value obtained for the frontier orbital gap (alpha / beta) is 4.56 / 4.56 eV. The LUMO energy (alpha / beta) is -0.3788 / -0.3789 hartree. Its charge is +3. The value obtained for the strongest force on any atom is 4.13 eV/Å. Its relative energy (zero: lowest compared OMol25 entry of this formula, charge and spin) is 346.6 kJ/mol. Its multiplicity is 2.

Last column: Löwdin charge in e.
Atoms and positions in Å:
Ir 0.8410 1.0734 -0.5554  1.1072
C 0.9376 4.0115 -2.3662  -0.0273
O 1.6314 2.9765 -1.6407  -0.3445
C 3.0412 2.9118 -1.9098  -0.1612
C 3.7596 2.7236 -0.6109  -0.1535
O 3.2307 1.5372 -0.0227  -0.2657
C 3.4618 1.3925 1.3793  -0.1550
C 2.2996 1.9490 2.1703  -0.1501
O 1.0590 1.3044 1.8263  -0.3170
C 0.7628 0.1735 2.6492  -0.0671
H 1.2333 4.9886 -1.9879  0.1162
H 1.1582 3.9430 -3.4310  0.1148
H -0.1257 3.8762 -2.2121  0.0412
H 3.2255 2.0726 -2.5852  0.1392
H 3.3881 3.8298 -2.3836  0.1480
H 4.8321 2.6180 -0.7892  0.1514
H 3.5924 3.5796 0.0472  0.1454
H 3.5667 0.3213 1.5622  0.1272
H 4.3868 1.8886 1.6784  0.1492
H 2.4964 1.8261 3.2366  0.1442
H 2.1544 3.0089 1.9614  0.1414
H 0.6831 0.4888 3.6893  0.1112
H -0.1978 -0.2137 2.3187  0.0782
H 1.5349 -0.5983 2.5603  0.0941
Br 4.0300 -6.5457 6.0277  0.9629
C 3.2563 -6.4862 4.3549  -0.6450
C 3.6526 -7.4104 3.3793  -0.0711
C 3.0693 -7.3671 2.1426  0.0546
C 2.0993 -6.3742 1.8606  -0.2277
C 1.6870 -5.4543 2.8631  0.0269
C 2.2599 -5.5158 4.0981  -0.0828
N 1.5293 -6.4377 0.6411  0.1958
N 0.7481 -5.6625 0.1357  0.1792
C 0.4358 -4.4447 -0.0922  -0.1371
C -0.9860 -4.0874 -0.0950  0.0630
C -1.3694 -2.8136 -0.1258  0.0723
C -0.3755 -1.7428 -0.2323  -0.2775
O -0.6907 -0.5639 -0.1708  -0.0858
C 1.0362 -2.1100 -0.4700  -0.1517
N 1.8378 -1.0945 -0.7684  0.0519
C 3.1084 -1.3623 -1.0754  -0.0567
C 3.6128 -2.6623 -1.0913  0.0277
C 2.7815 -3.7107 -0.7508  0.0504
C 1.4588 -3.4281 -0.4153  -0.0564
H 4.3913 -8.1647 3.6137  0.1278
H 3.3472 -8.0727 1.3689  0.1431
H 0.9024 -4.7339 2.6606  0.1230
H 1.9367 -4.8536 4.8897  0.1194
H -1.7092 -4.8879 0.0079  0.1472
H -2.4153 -2.5416 -0.0513  0.1446
H 3.7372 -0.5210 -1.3327  0.1226
H 4.6376 -2.8375 -1.3910  0.1358
H 3.1380 -4.7337 -0.7894  0.1351
C -4.2845 0.7067 2.6324  -0.0556
C -3.1321 1.4399 2.8805  -0.0581
C -2.2878 1.7783 1.8302  -0.1222
C -2.6080 1.3854 0.5362  -0.3714
C -3.7550 0.6466 0.2834  -0.0879
C -4.5981 0.3145 1.3381  -0.0555
As -1.4679 1.9761 -0.9087  1.3262
C -2.2614 3.7250 -1.0963  -0.3164
C -2.2257 4.7741 -0.1909  -0.0748
C -3.0774 5.8501 -0.3837  -0.0482
C -3.9709 5.8442 -1.4457  -0.0293
C -4.0000 4.7826 -2.3433  0.0085
C -3.1306 3.7155 -2.1817  -0.1881
C -3.0866 2.4947 -3.0323  -0.1822
C -3.7273 2.3308 -4.2490  0.0100
C -3.6005 1.1346 -4.9456  -0.0304
C -2.8496 0.0875 -4.4294  -0.0594
C -2.2049 0.2396 -3.2143  -0.0907
C -2.3210 1.4438 -2.5325  -0.3146
H -4.9433 0.4461 3.4507  0.1177
H -2.8979 1.7585 3.8878  0.1156
H -1.3805 2.3419 2.0211  0.0965
H -3.9971 0.3362 -0.7264  0.1075
H -5.5086 -0.2380 1.1451  0.1164
H -1.5529 4.7584 0.6583  0.1106
H -3.0640 6.6801 0.3107  0.1197
H -4.6633 6.6671 -1.5660  0.1230
H -4.7307 4.7702 -3.1424  0.1222
H -4.3091 3.1395 -4.6727  0.1235
H -4.0877 1.0190 -5.9050  0.1231
H -2.7499 -0.8340 -4.9871  0.1153
H -1.6259 -0.5769 -2.7980  0.0903